Formula: C5H8O
Source: the OMol25 dataset
Level of theory: ωB97M-V with the def2-TZVPD basis set

Positions of all 14 atoms, in Å:
1 C 1.064 1.518 0.436
2 C -0.039 0.527 0.129
3 C 0.367 -0.768 -0.515
4 C -0.307 -2.057 -0.270
5 O -0.549 -1.317 -1.453
6 C -1.331 0.803 0.295
7 H 1.179 2.220 -0.401
8 H 2.037 1.035 0.585
9 H 0.843 2.111 1.329
10 H 1.410 -0.819 -0.836
11 H -1.136 -2.103 0.443
12 H 0.237 -2.993 -0.423
13 H -2.094 0.088 -0.012
14 H -1.665 1.763 0.688

Computed properties:
Molar mass = 84.1 Da
Electronic energy = -7360.253 eV
HOMO = -9.2 eV
HOMO-LUMO gap = 0.3793 Ha
SMILES = C=C(C)[C@H]1CO1
Total charge = 0
Energy above the lowest of the compared OMol25 structures with the same formula, charge and spin = 2.002 eV
E_LUMO = 0.0397 hartree